C6H11O3S | ωB97M-V/def2-TZVPD

Values from the calculation:
Charge: -1
Energy above the lowest of the compared OMol25 structures with the same formula, charge and spin in kJ/mol: 250.2
HOMO in eV: -3.548
LUMO in eV: 3.35
Frontier orbital gap in eV: 6.9
Calculated total energy in eV: -23375.1027

XYZ file:
```
21
C6H11O3S, DFT ωB97M-V/def2-TZVPD
C -1.20452 0.46821 1.82465
C -0.94836 0.41860 0.53534
C 1.09523 -0.47760 -1.69936
C 1.17522 -1.89003 0.43894
C -2.91760 1.42420 -0.27566
C 1.21751 -0.56097 -0.22451
O 3.69381 -0.31968 0.16921
O 2.51495 1.76624 -0.44940
O -1.68055 0.79656 -0.52789
S 2.55209 0.61070 0.48005
H -2.11379 0.88666 2.26050
H -0.48174 0.10299 2.53289
H 0.62523 0.46756 -1.97100
H 0.53464 -1.30856 -2.13696
H 2.10428 -0.46499 -2.12039
H 0.42875 -2.55252 -0.00460
H 2.16033 -2.35337 0.33379
H 0.97364 -1.77930 1.50266
H -3.36195 1.64165 -1.24811
H -2.78232 2.35722 0.28419
H -3.58484 0.76644 0.29567
```

How is the electron density shared among the atoms? According to Mulliken, the charges in e are:
1. C -0.909
2. C 0.369
3. C -1.482
4. C -1.432
5. C -0.892
6. C 0.959
7. O -0.669
8. O -0.640
9. O -0.308
10. S 0.468
11. H 0.299
12. H 0.236
13. H 0.316
14. H 0.363
15. H 0.389
16. H 0.351
17. H 0.408
18. H 0.282
19. H 0.220
20. H 0.344
21. H 0.329